(1)
{
  "formula": "C6H12N2O",
  "method": "ωB97M-V/def2-TZVPD",
  "homo_ha": -0.3371,
  "de_lowest_kj_mol": 313.9,
  "smiles": "[H]/N=C(\\COC)N1C[C@H]1C",
  "energy_ev": -11441.4173,
  "species": ["C", "C", "C", "C", "C", "C", "H", "H", "H", "H", "H", "H", "H", "H", "H", "H", "H", "H", "N", "N", "O"],
  "coordinates": [[-1.43350, 1.75267, 2.18395], [0.20765, 0.06069, 1.53724], [0.37506, 0.65441, 0.07995], [-0.45685, -0.09946, -2.12342], [-0.10425, -1.34525, -1.43665], [1.28966, -2.00113, -1.36011], [-1.66445, 2.39937, 3.04816], [-2.08215, 0.81289, 2.19129], [-1.54554, 2.29133, 1.28445], [1.17486, -0.41531, 1.83872], [-0.47602, -0.77178, 1.52488], [1.39361, 2.18564, 0.22787], [0.31165, 0.53679, -2.51114], [-1.45188, 0.05585, -2.44935], [-0.88842, -2.09305, -1.34266], [2.17930, -1.31857, -1.37667], [1.28205, -2.55878, -0.41683], [1.36039, -2.76424, -2.16914], [1.08191, 1.55751, -0.47942], [-0.46524, -0.14390, -0.64767], [-0.08785, 1.20432, 2.39654]],
  "atomic_forces_ev_per_a": [[0.41, -2.96, 1.84], [2.09, 3.00, -0.12], [0.34, -2.08, 0.42], [0.38, 0.45, 1.15], [0.59, -0.59, 0.70], [-0.34, 0.23, -0.16], [0.20, -0.41, -0.41], [0.18, 1.57, -0.09], [0.07, 0.55, -1.24], [-0.49, 0.91, 0.13], [-0.97, 0.26, 0.10], [0.99, 0.55, 0.75], [0.34, 0.05, -0.44], [-0.68, -0.05, -0.83], [0.06, -0.01, -0.19], [-1.01, -0.45, -0.11], [0.31, 0.04, -0.09], [0.09, 0.66, 0.45], [-1.35, -0.28, 0.64], [-0.80, -0.68, -2.24], [-0.42, -0.75, -0.25]]
}

(2)
{
  "formula": "C6H12N2O",
  "method": "ωB97M-V/def2-TZVPD",
  "homo_ha": -0.2688,
  "de_lowest_kj_mol": 463.6,
  "energy_ev": -11439.8655,
  "species": ["C", "C", "C", "N", "C", "C", "C", "O", "N", "H", "H", "H", "H", "H", "H", "H", "H", "H", "H", "H", "H"],
  "coordinates": [[1.73639, 0.75383, 0.80048], [-1.34050, 1.28259, 1.36468], [0.82240, -1.98491, -0.59243], [0.94376, 0.79547, -0.41051], [-1.09978, -0.30306, -0.87675], [-0.85483, 0.87834, 0.01792], [0.25774, -0.76039, -1.23132], [-2.08173, -1.28093, -0.65569], [-1.45360, 1.05434, -1.17822], [-2.85360, -1.00245, -1.16578], [1.05536, 1.64900, -0.95407], [0.54962, -0.56158, -2.25973], [1.38733, 1.46217, 1.56277], [2.76632, 1.01983, 0.55728], [1.72350, -0.23779, 1.25222], [-2.37707, 0.96719, 1.47523], [-0.76332, 0.82705, 2.17154], [-1.29251, 2.37094, 1.45903], [1.91310, -1.97620, -0.61494], [0.48446, -2.09731, 0.43578], [0.47696, -2.85614, -1.15748]],
  "atomic_forces_ev_per_a": [[0.97, 0.00, -0.31], [0.95, 0.41, 0.21], [0.18, 0.12, -0.01], [-2.24, -1.75, 0.75], [-0.54, 1.62, 1.85], [-1.57, -1.82, -2.22], [1.70, 2.40, 0.38], [0.17, -0.04, -0.26], [0.13, -0.09, 0.08], [0.11, 0.01, 0.07], [0.07, -0.50, -0.34], [0.18, -0.21, -0.06], [-0.13, -0.05, -0.28], [0.21, -0.17, 0.29], [-0.04, -0.02, -0.09], [0.08, -0.04, -0.23], [-0.02, 0.08, 0.05], [-0.11, -0.01, 0.14], [-0.03, -0.06, -0.05], [-0.08, 0.01, 0.01], [-0.02, 0.10, 0.04]]
}

(3)
{
  "formula": "C6H12N2O",
  "method": "ωB97M-V/def2-TZVPD",
  "homo_ha": -0.2860,
  "de_lowest_kj_mol": 257.3,
  "smiles": "C[C@@H]1[C@@H](C)C1(N)C(N)=O",
  "energy_ev": -11442.0041,
  "species": ["C", "C", "C", "C", "C", "N", "N", "C", "O", "H", "H", "H", "H", "H", "H", "H", "H", "H", "H", "H", "H"],
  "coordinates": [[0.04588, -0.74169, 0.52773], [0.51877, -2.12854, 0.26430], [-2.47643, 0.13633, -0.43677], [1.49502, 0.38326, -0.53709], [0.03157, 0.73473, -0.15326], [2.42424, 1.08553, 0.24408], [-0.19714, 1.87143, 0.69802], [-1.02941, -0.14659, -0.65033], [1.75400, 0.03633, -1.69877], [-0.28615, -0.63239, 1.55595], [2.47504, 0.85356, 1.22771], [3.28881, 1.29811, -0.23626], [0.56365, 2.54255, 0.60806], [-1.16682, 2.17149, 0.72575], [-0.81401, -0.64038, -1.59230], [-0.23351, -2.86878, 0.54980], [0.78055, -2.27615, -0.78625], [1.40171, -2.31845, 0.88532], [-2.79732, 0.95985, -1.08386], [-3.07990, -0.73357, -0.71016], [-2.69856, 0.41337, 0.59831]],
  "atomic_forces_ev_per_a": [[-4.06, 0.25, -0.04], [1.12, -0.13, -0.39], [-0.31, 0.20, 0.31], [-2.05, 4.22, -3.48], [2.96, -0.94, 0.36], [-0.12, -0.62, 0.41], [0.29, -1.46, -0.44], [1.99, -0.75, 1.53], [0.24, -0.89, 1.80], [-0.40, 0.20, -0.02], [0.11, 0.20, -0.17], [-0.01, -0.55, 0.21], [-0.71, 0.02, 0.03], [0.62, 0.28, -0.16], [0.24, 0.07, 0.05], [-0.08, 0.20, -0.08], [0.10, -0.07, 0.15], [0.07, -0.23, -0.20], [0.00, -0.02, 0.04], [0.06, 0.09, 0.18], [-0.06, -0.09, -0.11]]
}

(4)
{
  "formula": "C6H12N2O",
  "method": "ωB97M-V/def2-TZVPD",
  "homo_ha": -0.2686,
  "de_lowest_kj_mol": 315.6,
  "smiles": "CC(C)=C(N)/C(N)=C/O",
  "energy_ev": -11441.3999,
  "species": ["C", "C", "C", "C", "C", "N", "N", "C", "O", "H", "H", "H", "H", "H", "H", "H", "H", "H", "H", "H", "H"],
  "coordinates": [[1.13349, -1.02818, -2.02607], [-0.63389, -2.02182, -0.49972], [0.20345, 0.28872, -0.10933], [-1.02947, 0.57614, 0.92031], [0.24528, -0.85471, -0.82088], [0.93659, 1.45829, -0.41333], [-1.67072, 1.81125, 0.87328], [-0.16538, 0.23517, 1.91360], [0.08107, 1.02001, 3.02160], [-0.63544, 1.65963, 3.11174], [1.40004, 1.44971, -1.30968], [1.55849, 1.75549, 0.32809], [-1.19423, 2.61112, 1.27847], [-2.01737, 2.03703, -0.04758], [0.27940, -0.73714, 2.04332], [2.07195, -0.47517, -1.94354], [-0.06215, -2.81476, -0.00670], [0.61801, -0.71946, -2.94143], [1.39541, -2.08141, -2.15531], [-1.42909, -1.73391, 0.18749], [-1.08546, -2.43597, -1.40434]],
  "atomic_forces_ev_per_a": [[0.31, -0.25, 0.29], [-0.24, 0.16, 0.06], [-2.01, -0.72, -1.70], [3.30, -0.21, -0.54], [0.17, 0.50, 0.03], [-0.19, 0.03, 0.19], [-0.26, 0.00, 0.25], [-1.35, 1.04, 2.02], [-0.27, -0.49, 0.13], [0.02, 0.11, -0.03], [0.03, -0.12, 0.12], [-0.02, 0.00, -0.07], [0.06, -0.09, -0.20], [0.01, 0.01, 0.14], [0.39, 0.05, -0.46], [-0.05, 0.04, -0.08], [0.01, -0.07, -0.11], [0.03, 0.05, 0.03], [0.04, 0.04, -0.02], [-0.04, 0.03, -0.05], [0.06, -0.11, -0.02]]
}